Entry from the Open Molecules 2025 dataset: a 2-piece molecular cluster, C6H11NO overall at a distorted geometry (ωB97M-V/def2-TZVPD).

Each line ends with the natural charge from an NBO analysis.
Positions of all 19 atoms, in Å:
C 0.70249 -0.36045 -1.11318  0.3391
C -0.63302 -0.99425 -0.88682  -0.7595
H -0.49346 1.52932 3.10807  0.2367
H -0.53146 -1.44587 2.61474  0.1785
C -0.60371 1.21191 2.03495  -0.6325
C 1.30309 0.35967 -2.18357  -0.7564
H -1.48043 -0.76164 -1.47792  0.2261
H 1.06087 -0.02844 -3.15867  0.2306
H 0.71306 1.26935 -2.08173  0.2411
H -0.51683 -2.01164 -1.14100  0.2346
C 0.60882 0.31357 1.70477  0.2203
N 1.46629 0.55666 0.63401  -0.2597
O 1.21765 -0.27120 2.84537  -0.4849
H 0.92516 -1.90111 1.35082  0.1871
C 0.42321 -1.14761 2.11081  -0.1259
H -0.72119 1.97738 1.34181  0.2191
H 2.35958 0.49421 -2.01488  0.2550
H -1.46499 0.62177 1.96869  0.2081
H -0.89202 -0.99029 0.15932  0.2424

Results
Kohn-Sham gap (alpha / beta) = 7.7 / 9.1 eV
Lowest unoccupied orbital energy (alpha / beta) = -0.1 / 0.3 eV
DFT total energy = -9930.2261 eV


Entry from the Open Molecules 2025 dataset: one molecule with the formula C6H11NO at a distorted geometry (ωB97M-V/def2-TZVPD).

Each line ends with the natural charge from an NBO analysis.
Positions of all 19 atoms, in Å:
O -0.01571 -2.36336 0.87587  -0.6141
C -1.03611 1.79094 0.23768  -0.4133
C -0.01740 -0.18388 -0.90701  -0.0703
C 0.24101 -1.25825 1.30887  0.5309
H -0.58604 -1.11700 -0.93964  0.2344
H -2.04322 1.56614 0.59741  0.2064
H 1.33902 -1.40290 -2.12742  0.2209
C 1.13429 -0.35389 -1.88637  -0.6215
H -0.89171 2.86522 0.32639  0.2191
H -0.24382 1.09861 2.14675  0.2090
H 0.99001 1.75967 0.98069  0.1899
N 0.37906 -0.14424 0.53884  -0.4347
H 2.09397 -0.06421 -1.44461  0.2183
C 0.07064 1.18170 1.11283  -0.2108
H -0.39757 1.78182 -1.86337  0.2157
C -0.79525 1.11284 -1.09476  -0.4289
H 0.95491 0.13813 -2.83957  0.2118
H 0.50898 -1.12113 2.37244  0.1147
H -1.77716 0.83363 -1.49900  0.2225

Results
SMILES = C[C@@H]1CCCN1C=O
Kohn-Sham gap = 10.3 eV
Lowest unoccupied orbital energy = 0.9 eV
DFT total energy = -9937.8338 eV


Entry from the Open Molecules 2025 dataset: one molecule with the formula C6H11NO2 at a distorted geometry (ωB97M-V/def2-TZVPD).

Each line ends with the natural charge from an NBO analysis.
Positions of all 20 atoms, in Å:
C 0.70264 -0.62642 0.12693  0.2217
H -0.91801 0.33609 -1.91583  0.3609
C 1.37612 0.67951 0.00856  0.3153
H 1.68886 -2.32701 -0.74338  0.2273
O 0.78133 -1.20718 1.39954  -0.7069
O 2.68880 0.85324 -0.28989  -0.6662
H -1.97275 1.48469 1.57548  0.2109
C -1.65975 0.47217 1.31846  -0.6511
C 0.32246 1.51400 0.11853  -0.3430
N -1.48546 0.19174 -1.08938  -0.8444
H 0.25304 2.58019 0.28426  0.1999
H 0.16803 -1.95172 1.42554  0.4701
H -1.12681 0.08693 2.18876  0.2368
H -2.54871 -0.14048 1.17000  0.2133
H 1.11893 -1.14113 -1.92363  0.2173
C 0.88127 -1.63436 -0.98380  -0.6644
H -2.32031 0.76575 -1.15260  0.3575
H -0.04453 -2.20119 -1.11359  0.2242
C -0.75189 0.48734 0.11282  0.1363
H 2.84674 1.77783 -0.51675  0.4842

Results
SMILES = C[C@@]1(N)C=C(O)[C@@]1(C)O
Kohn-Sham gap = 9.0 eV
Lowest unoccupied orbital energy = 0.7 eV
DFT total energy = -11983.5399 eV